(1)
The following is a DFT calculation (ωB97M-V with the def2-TZVPD basis set) of C70H78N2O3P2Pd as an isolated structure.

XYZ file:
```
156
Properties=species:S:1:pos:R:3
C 1.36 -2.72 3.69
C 0.09 -2.18 3.10
O -0.66 -1.57 4.17
C -1.93 -1.13 3.91
C -2.37 -0.30 5.03
C -3.66 0.36 5.23
O -4.29 0.14 6.28
C -4.36 1.34 4.30
C -5.28 0.54 3.39
C -6.56 0.02 4.08
C -6.82 -1.48 3.89
C -6.68 -2.33 5.17
C -5.76 -3.56 5.03
C -4.26 -3.25 5.11
C -3.72 -2.81 6.48
C -2.24 -2.42 6.56
C -1.84 -0.93 6.31
O -2.55 -1.56 2.94
H 2.03 -3.05 2.89
H 1.89 -1.97 4.29
H 1.15 -3.59 4.33
H 0.29 -1.39 2.35
H -0.52 -2.97 2.64
H -4.96 2.00 4.95
H -3.66 1.97 3.76
H -5.56 1.15 2.53
H -4.69 -0.31 3.01
H -6.54 0.29 5.15
H -7.41 0.57 3.63
H -7.86 -1.59 3.54
H -6.19 -1.88 3.09
H -6.33 -1.71 6.00
H -7.68 -2.69 5.44
H -6.03 -4.28 5.81
H -5.95 -4.04 4.06
H -3.71 -4.16 4.80
H -4.01 -2.50 4.34
H -4.34 -2.00 6.88
H -3.85 -3.68 7.16
H -1.91 -2.65 7.58
H -1.66 -3.06 5.89
H -0.75 -0.89 6.29
H -2.19 -0.35 7.17
C 5.64 3.76 -2.21
N 5.48 3.22 -0.87
C 6.68 3.08 -0.09
C 4.26 2.88 -0.37
C 4.13 2.41 0.96
C 2.91 2.04 1.49
C 1.72 2.13 0.74
C 0.43 1.74 1.19
C 0.00 1.40 2.48
C -1.36 1.33 2.81
C -2.32 1.70 1.76
C -3.26 0.77 1.25
C -4.24 1.12 0.34
C -4.23 2.39 -0.27
N -5.15 2.71 -1.22
C -5.09 3.95 -1.95
C -6.16 1.75 -1.62
C -3.22 3.31 0.14
C -2.31 2.97 1.12
Pd 2.33 0.89 -1.74
P 3.84 -0.79 -1.77
C 3.12 -2.43 -2.09
C 3.60 -3.27 -3.11
C 2.98 -4.50 -3.35
C 1.85 -4.88 -2.63
C 1.34 -4.03 -1.64
C 1.98 -2.82 -1.37
C 5.13 -0.52 -3.00
C 6.22 -1.40 -3.07
C 7.26 -1.15 -3.97
C 7.22 -0.02 -4.79
C 6.12 0.85 -4.74
C 5.07 0.59 -3.86
C 4.71 -0.89 -0.18
C 6.05 -0.47 -0.03
C 6.65 -0.47 1.23
C 5.93 -0.86 2.36
C 4.60 -1.26 2.23
C 3.99 -1.27 0.97
P 0.65 0.45 -3.21
C 0.26 2.02 -4.03
C 0.88 2.38 -5.23
C 0.69 3.66 -5.76
C -0.13 4.58 -5.09
C -0.77 4.22 -3.90
C -0.58 2.94 -3.37
C 1.00 -0.81 -4.48
C 0.18 -1.94 -4.64
C 0.51 -2.93 -5.57
C 1.67 -2.82 -6.34
C 2.51 -1.71 -6.17
C 2.18 -0.72 -5.25
C -0.95 -0.04 -2.54
C -2.12 0.13 -3.30
C -3.32 -0.46 -2.89
C -3.35 -1.23 -1.73
C -2.21 -1.34 -0.93
C -1.02 -0.72 -1.31
C 1.81 2.70 -0.60
C 3.08 3.02 -1.17
H 5.59 2.98 -2.99
H 4.89 4.53 -2.42
H 6.64 4.22 -2.26
H 6.91 2.02 0.13
H 7.51 3.51 -0.66
H 6.59 3.61 0.87
H 5.02 2.33 1.60
H 2.84 1.69 2.52
H -0.32 1.69 0.39
H 0.76 1.18 3.24
H -1.68 1.32 3.85
H -3.21 -0.26 1.58
H -4.99 0.37 0.06
H -4.22 3.99 -2.63
H -6.01 4.03 -2.55
H -5.03 4.81 -1.27
H -6.74 1.39 -0.76
H -6.84 2.25 -2.31
H -5.72 0.87 -2.12
H -3.17 4.30 -0.33
H -1.55 3.68 1.42
H 4.46 -2.97 -3.71
H 3.38 -5.15 -4.13
H 1.36 -5.83 -2.85
H 0.45 -4.31 -1.08
H 1.57 -2.17 -0.59
H 6.26 -2.28 -2.42
H 8.10 -1.84 -4.02
H 8.04 0.19 -5.48
H 6.07 1.73 -5.39
H 4.19 1.25 -3.84
H 6.62 -0.16 -0.91
H 7.70 -0.16 1.32
H 6.41 -0.85 3.34
H 4.03 -1.57 3.10
H 2.94 -1.56 0.88
H 1.51 1.67 -5.76
H 1.18 3.94 -6.69
H -0.27 5.58 -5.50
H -1.42 4.92 -3.38
H -1.08 2.65 -2.44
H -0.73 -2.04 -4.05
H -0.15 -3.79 -5.68
H 1.93 -3.60 -7.05
H 3.43 -1.63 -6.75
H 2.85 0.13 -5.12
H -2.10 0.72 -4.23
H -4.22 -0.33 -3.49
H -4.27 -1.74 -1.43
H -2.24 -1.89 0.01
H -0.14 -0.78 -0.67
H 0.91 3.09 -1.08
H 3.12 3.56 -2.12
```

Computed properties:
* total charge: 0
* HOMO energy: -5.598 eV
* LUMO: -1.7 eV
* energy relative to the best compared isomer or geometry (same formula, charge and spin): 0.00 kJ/mol
* energy: -105033.3961 eV

These are the Mulliken partial charges, in e, on atoms 1 to 8: -1.56 0.54 -0.15 0.27 1.85 -0.24 -0.74 -1.39

(2)
The following is a DFT calculation (ωB97M-V with the def2-TZVPD basis set) of a 5-piece molecular cluster, C36H34N7O10S2 overall.

XYZ file:
```
89
Properties=species:S:1:pos:R:3
C 2.00 1.18 1.71
C 2.21 0.27 0.77
C 2.22 -1.12 -0.06
N 1.15 -2.08 0.35
C 1.37 -2.64 1.72
C 1.01 -4.21 1.87
C -0.33 -4.68 1.12
C -1.56 -3.64 1.20
S -2.35 -3.47 2.88
C -3.93 -2.54 2.73
S -4.79 -2.26 4.17
N -4.53 -2.04 1.47
C -5.00 -2.73 0.26
C -5.59 -1.64 -0.72
N -5.46 -0.32 -0.04
C -4.82 -0.59 1.25
C 0.64 -1.78 2.91
O 0.96 -2.07 4.13
O -0.31 -0.83 2.51
H 1.67 1.92 2.55
H 3.28 -1.61 -0.01
H 1.99 -0.82 -1.16
H 1.12 -2.81 -0.39
H 2.51 -2.54 1.93
H 1.89 -4.79 1.36
H 1.06 -4.54 2.99
H -0.19 -4.95 0.00
H -0.68 -5.67 1.65
H -2.39 -4.07 0.49
H -1.34 -2.58 0.81
H -4.91 -3.87 0.15
H -6.07 -1.86 -1.76
H -4.59 0.28 1.97
C -6.59 0.05 -7.17
C -7.50 -0.65 -6.37
C -7.04 -1.46 -5.34
C -5.67 -1.56 -5.10
C -4.76 -0.87 -5.90
C -5.22 -0.06 -6.93
N -5.18 -2.39 -4.00
O -6.01 -3.00 -3.32
O -3.97 -2.42 -3.80
H -6.95 0.68 -7.97
H -8.57 -0.56 -6.56
H -7.76 -2.00 -4.73
H -3.69 -0.94 -5.72
H -4.52 0.48 -7.56
C 7.76 1.64 4.28
C 7.04 0.57 4.80
C 6.42 -0.33 3.95
C 6.52 -0.15 2.57
C 7.24 0.92 2.04
C 7.86 1.82 2.90
N 5.88 -1.11 1.66
O 5.25 -2.03 2.17
O 6.02 -0.95 0.45
H 8.25 2.34 4.95
H 6.97 0.44 5.87
H 5.86 -1.16 4.37
H 7.32 1.07 0.96
H 8.42 2.66 2.50
C 0.33 4.66 6.72
C 0.54 3.39 6.19
C 1.84 2.95 5.95
C 2.92 3.79 6.24
C 2.70 5.06 6.76
C 1.40 5.50 7.00
N 4.28 3.32 6.01
O 4.42 2.20 5.53
O 5.21 4.07 6.31
H -0.69 5.00 6.92
H -0.30 2.74 5.97
H 1.99 1.96 5.53
H 3.53 5.72 6.99
H 1.23 6.49 7.41
C 1.15 1.83 -6.06
C 0.17 2.37 -5.23
C -1.15 2.46 -5.67
C -1.47 2.00 -6.95
C -0.49 1.47 -7.79
C 0.83 1.39 -7.34
N -2.86 2.07 -7.42
O -3.69 2.56 -6.66
O -3.11 1.63 -8.54
H 2.18 1.76 -5.70
H 0.43 2.71 -4.23
H -1.90 2.87 -5.02
H -0.72 1.12 -8.79
H 1.60 0.98 -7.98
```

Computed properties:
* total charge: -1
* HOMO energy: -4.337 eV
* LUMO: 0.5 eV
* energy: -90441.2260 eV

These are the Mulliken partial charges, in e, on atoms 1 to 8: -0.09 -0.36 -0.40 -0.26 0.64 -0.83 -0.74 -0.37

(3)
The following is a DFT calculation (ωB97M-V with the def2-TZVPD basis set) of a 3-piece molecular cluster, C4H11NO2 overall.

XYZ file:
```
18
Properties=species:S:1:pos:R:3
C 0.76 1.89 -0.49
C -0.41 1.33 0.27
C -1.37 2.20 0.71
C -1.01 -0.67 1.34
N -0.53 -0.04 0.25
H 0.51 2.88 -0.90
H 1.08 1.24 -1.31
H 1.64 2.04 0.15
H -2.26 1.86 1.22
H -1.18 3.27 0.65
H -1.29 -1.72 1.22
H -1.06 -0.24 2.34
H 1.23 -3.21 -0.81
H 0.50 -3.53 0.48
O 1.29 -3.77 -0.01
H 0.90 -0.70 -2.28
H 0.22 -1.35 -1.11
O 1.00 -1.46 -1.71
```

Computed properties:
* ⟨S²⟩: 0.759
* total charge: -1
* HOMO energy (alpha / beta): -0.575 / -3.476 eV
* multiplicity: 2
* LUMO (alpha / beta): 4.0 / 4.0 eV
* energy relative to the best compared isomer or geometry (same formula, charge and spin): 121.47 kJ/mol
* energy: -9910.1795 eV

These are the natural (NBO) partial charges, in e, on atoms 1 to 8: -0.63 0.17 -0.65 -0.40 -0.65 0.19 0.19 0.20

(4)
The following is a DFT calculation (ωB97M-V with the def2-TZVPD basis set) of C17H17BBaN8O6 as an isolated structure.

XYZ file:
```
50
Properties=species:S:1:pos:R:3
C -2.86 -0.51 -0.99
N -1.76 -0.93 -1.65
N -2.20 -1.74 -2.68
C -3.55 -1.74 -2.72
C -4.01 -0.96 -1.66
B -1.23 -2.39 -3.71
N -0.19 -1.26 -4.02
N 0.35 -0.44 -3.04
C 1.15 0.45 -3.68
C 1.03 0.27 -5.07
C 0.18 -0.82 -5.24
Ba -0.38 1.28 -0.55
N -0.56 -3.67 -3.11
N 0.08 -3.50 -1.91
C 0.56 -4.68 -1.52
C 0.23 -5.66 -2.49
C -0.49 -4.97 -3.48
H 1.11 -4.80 -0.60
H -0.95 -5.31 -4.40
H 0.47 -6.70 -2.46
H -1.82 -2.70 -4.70
H -0.18 -1.30 -6.14
H -4.11 -2.26 -3.50
H 1.49 0.84 -5.85
H -5.03 -0.76 -1.41
H 1.77 1.16 -3.13
H -2.81 0.06 -0.05
H 2.25 0.87 -0.72
C 2.19 1.80 -0.14
H 3.20 2.22 -0.17
H 1.50 2.54 -0.61
H 1.91 1.60 0.91
O 0.50 -0.21 1.88
C -0.24 0.70 2.35
O -1.34 1.09 1.78
C 0.23 1.53 3.52
C -0.18 2.87 3.54
C 0.32 3.76 4.51
C 1.15 3.31 5.55
C 1.53 1.96 5.55
C 1.11 1.08 4.53
N 2.34 1.47 6.64
O 2.68 2.31 7.51
O 2.67 0.27 6.66
N 0.02 5.15 4.34
O -0.67 5.44 3.34
O 0.46 5.99 5.14
H -0.89 3.23 2.80
H 1.51 3.99 6.32
H 1.45 0.05 4.54
```

Computed properties:
* total charge: +2
* HOMO energy (alpha / beta): -14.399 / -14.399 eV
* LUMO (alpha / beta): -11.2 / -10.3 eV
* energy: -43457.5601 eV

These are the Mulliken partial charges, in e, on atoms 1 to 8: -0.08 -0.42 0.13 -0.11 -1.01 0.06 0.20 -0.20

(5)
The following is a DFT calculation (ωB97M-V with the def2-TZVPD basis set) of a 2-piece molecular cluster, C2H8N3OP overall.

XYZ file:
```
15
Properties=species:S:1:pos:R:3
C -0.56 -0.79 -0.99
C -0.24 -2.20 -0.68
N -1.63 -1.76 -0.93
N 0.36 1.23 2.56
N 0.39 2.64 0.22
O 2.17 0.78 0.62
P 1.07 1.50 1.23
H -0.49 -0.11 -0.10
H -0.38 -0.32 -2.04
H 0.04 -2.91 -1.50
H 0.11 -2.50 0.30
H -1.90 -2.03 -1.80
H 0.60 0.30 2.91
H -0.40 3.02 0.68
H 0.87 3.18 -0.48
```

Computed properties:
* total charge: 0
* HOMO energy: -9.286 eV
* LUMO: 0.3 eV
* energy relative to the best compared isomer or geometry (same formula, charge and spin): 127.60 kJ/mol
* energy: -18009.2726 eV

These are the natural (NBO) partial charges, in e, on atoms 1 to 8: -0.25 -0.27 -0.59 -1.26 -1.17 -1.04 2.21 0.18

(6)
The following is a DFT calculation (ωB97M-V with the def2-TZVPD basis set) of C29H45BBeN6OS4 as an isolated structure.

XYZ file:
```
87
Properties=species:S:1:pos:R:3
Be 0.06 0.09 -0.85
C 3.16 -3.20 -1.56
C 3.47 -3.05 -0.05
C 2.67 -4.14 0.70
C 4.98 -3.30 0.14
N 3.12 -1.71 0.53
C 3.32 -1.41 1.83
C 2.89 -0.14 2.09
N 2.41 0.40 0.95
B 1.81 1.84 0.89
N 0.38 1.89 1.50
C -0.16 3.03 1.98
C -1.44 2.76 2.42
N -1.72 1.45 2.21
C -0.59 0.95 1.64
S -0.44 -0.42 1.19
C -3.02 0.78 2.53
C -3.68 0.24 1.24
C -4.03 1.77 3.17
C -2.80 -0.36 3.54
N 1.87 2.43 -0.55
C 3.00 2.90 -1.09
C 2.74 3.32 -2.37
N 1.43 3.12 -2.66
C 0.92 2.57 -1.52
S -0.44 2.12 -1.35
C 0.85 3.47 -4.00
C 1.58 2.66 -5.09
C 1.04 4.98 -4.26
C -0.66 3.17 -4.14
C 2.56 -0.57 0.01
S 2.10 -0.42 -1.35
H 3.45 -4.21 -1.91
H 3.73 -2.46 -2.15
H 2.07 -3.09 -1.75
H 2.92 -5.15 0.31
H 1.58 -3.97 0.57
H 2.90 -4.14 1.78
H 5.27 -4.29 -0.26
H 5.26 -3.27 1.21
H 5.56 -2.52 -0.39
H 3.75 -2.08 2.57
H 2.92 0.37 3.05
H 2.51 2.53 1.58
H 0.34 3.99 2.01
H -2.10 3.50 2.85
H -3.84 1.06 0.52
H -4.66 -0.23 1.47
H -3.06 -0.54 0.75
H -4.25 2.61 2.48
H -3.62 2.19 4.12
H -4.99 1.26 3.41
H -2.14 -1.16 3.13
H -3.76 -0.85 3.80
H -2.33 0.03 4.47
H 3.97 2.92 -0.60
H 3.47 3.75 -3.05
H 2.67 2.88 -5.10
H 1.19 2.91 -6.10
H 1.45 1.57 -4.92
H 2.12 5.26 -4.24
H 0.52 5.57 -3.48
H 0.64 5.27 -5.25
H -0.87 2.08 -4.02
H -1.03 3.46 -5.15
H -1.25 3.75 -3.40
C -1.93 -5.00 2.55
C -1.98 -3.75 1.73
C -1.88 -2.49 2.33
C -1.90 -1.33 1.56
C -2.02 -1.41 0.17
C -2.11 -2.66 -0.44
C -2.09 -3.82 0.33
S -2.05 0.09 -0.85
C -3.84 0.12 -1.13
O -1.73 1.23 0.07
H -2.07 -4.79 3.61
H -0.96 -5.50 2.42
H -2.73 -5.69 2.24
H -1.77 -2.40 3.41
H -1.81 -0.36 2.05
H -2.18 -2.75 -1.52
H -2.15 -4.79 -0.16
H -4.37 0.13 -0.17
H -4.14 -0.74 -1.72
H -4.09 1.03 -1.68
H 0.06 -1.34 -0.85
```

Computed properties:
* total charge: 0
* HOMO energy (alpha / beta): -5.005 / -5.005 eV
* LUMO (alpha / beta): 0.4 / 0.4 eV
* energy: -86188.9428 eV

These are the Mulliken partial charges, in e, on atoms 1 to 8: -0.57 -1.83 1.32 -1.47 -1.59 0.57 -0.29 -1.13